1.
92
Properties=species:S:1:pos:R:3:lowdin_charge:R:1 method="wB97M-V/def2-TZVPD" lumo_ev=0.317 total_energy_ha=-2032.71443 multiplicity=1 smiles="CC(=O)N(C)CCCC[C@H](OCCOC(F)(F)F)[C@@H](N)CC[C@@H](C)CCC=C(C)C.O.O.O.O.O.O.O" orbital_gap_ev=7.6 homo_energy_ev=-7.278
C -2.533 -2.930 1.312 0.000
C -2.481 -3.708 0.022 -0.508
O -1.833 -4.728 -0.040 0.062
N -3.210 -3.281 -1.085 -0.082
C -3.810 -4.438 -1.779 -0.032
C -4.125 -2.144 -0.875 -0.177
C -3.400 -0.805 -0.982 -0.180
C -2.968 -0.461 -2.417 -0.163
C -1.561 -0.987 -2.793 -0.127
C -0.534 0.139 -2.877 -0.315
O 0.700 -0.247 -3.458 -0.093
C 0.630 -0.739 -4.784 -0.165
C 1.185 -2.141 -4.861 -0.110
O 0.122 -3.085 -4.643 0.043
C 0.487 -4.371 -4.597 -0.723
F 1.076 -4.782 -5.741 0.149
F 1.357 -4.630 -3.603 0.158
F -0.602 -5.111 -4.403 0.174
C -0.212 0.630 -1.447 -0.332
N 0.706 -0.277 -0.762 0.086
C 0.331 2.074 -1.477 -0.131
C 1.315 2.489 -0.382 -0.181
C 0.685 2.811 0.984 -0.341
C 0.189 1.581 1.744 -0.066
C 1.682 3.692 1.801 -0.158
C 1.840 3.351 3.291 -0.198
C 2.686 2.167 3.692 -0.112
C 3.923 1.829 3.307 -0.316
C 4.858 1.273 4.362 -0.065
C 4.463 1.883 1.896 -0.050
H -3.499 -3.127 1.782 0.084
H -2.455 -1.854 1.206 0.062
H -1.771 -3.307 1.985 0.069
H -4.016 -5.255 -1.088 0.090
H -4.741 -4.137 -2.254 0.080
H -3.132 -4.814 -2.544 0.081
H -4.866 -2.166 -1.674 0.110
H -4.690 -2.221 0.060 0.114
H -4.060 -0.021 -0.604 0.121
H -2.522 -0.815 -0.337 0.078
H -3.692 -0.915 -3.101 0.106
H -3.041 0.617 -2.581 0.107
H -1.267 -1.715 -2.034 0.108
H -1.650 -1.520 -3.738 0.099
H -0.969 0.991 -3.421 0.133
H -0.377 -0.675 -5.196 0.106
H 1.267 -0.102 -5.407 0.134
H 1.722 -2.338 -5.789 0.133
H 1.913 -2.242 -4.052 0.138
H -1.142 0.622 -0.876 0.109
H 0.506 -1.243 -0.993 0.072
H 1.663 -0.093 -1.034 0.078
H 0.767 2.235 -2.466 0.112
H -0.527 2.749 -1.387 0.117
H 1.787 3.418 -0.716 0.114
H 2.127 1.771 -0.256 0.092
H -0.191 3.438 0.779 0.128
H -0.215 1.836 2.722 0.074
H 0.956 0.813 1.829 0.071
H -0.623 1.110 1.183 0.059
H 1.329 4.726 1.753 0.108
H 2.663 3.666 1.328 0.084
H 2.332 4.213 3.760 0.112
H 0.860 3.295 3.764 0.090
H 2.253 1.529 4.462 0.108
H 4.548 0.256 4.635 0.062
H 5.879 1.185 3.989 0.072
H 4.813 1.865 5.273 0.044
H 5.304 1.193 1.821 0.073
H 3.701 1.535 1.203 0.057
H 4.828 2.862 1.569 0.079
O -4.577 -1.028 2.835 -0.052
H -5.253 -1.238 3.487 0.042
H -3.966 -0.448 3.302 0.044
O -2.250 0.758 -5.958 -0.047
H -2.859 0.026 -5.811 0.047
H -2.720 1.337 -6.568 0.048
O 0.494 -1.919 2.682 -0.042
H -0.153 -2.261 3.306 0.042
H 0.420 -2.493 1.911 0.042
O 4.152 3.650 6.739 -0.046
H 4.814 4.348 6.774 0.049
H 3.430 3.980 7.285 0.034
O 1.130 2.717 6.360 -0.057
H 1.177 2.731 7.321 0.035
H 2.027 2.904 6.052 -0.007
O 3.501 -1.555 3.501 -0.055
H 3.817 -2.314 4.000 0.037
H 2.606 -1.797 3.227 0.000
O -3.234 3.371 -4.446 -0.063
H -2.705 4.143 -4.668 0.037
H -2.592 2.667 -4.291 -0.002


2.
77
Properties=species:S:1:pos:R:3:lowdin_charge:R:1 method="wB97M-V/def2-TZVPD" lumo_ev=-3.137 charge=+1 total_energy_ha=-2007.99270 multiplicity=1 orbital_gap_ev=7.6 homo_energy_ev=-10.753
C -2.864 -2.412 3.903 -0.116
C -2.296 -1.108 4.460 -0.232
C -0.917 -0.660 3.912 -0.191
C -0.237 -1.639 2.959 -0.205
C 1.012 -1.047 2.332 -0.148
N 1.572 -1.964 1.314 -0.075
C 2.038 -1.363 0.034 -0.099
C 1.049 -1.618 -1.109 -0.163
N 0.961 -0.460 -1.985 -0.060
C 2.224 -0.100 -2.669 -0.200
C 2.561 1.375 -2.570 -0.071
C -0.169 -0.318 -2.783 -0.493
C -1.388 -1.156 -2.462 0.002
O -0.181 0.485 -3.695 0.071
C 2.377 -2.972 1.796 -0.360
N 3.414 -2.723 2.618 0.230
N 2.173 -4.206 1.389 0.147
C 1.048 -4.686 0.570 -0.137
C 0.344 -5.869 1.230 -0.238
C -0.788 -5.431 2.151 -0.621
Cl -1.903 -6.776 2.478 0.596
H -2.954 -2.396 2.815 0.068
H -2.259 -3.277 4.186 0.065
H -3.864 -2.582 4.299 0.079
H -3.022 -0.317 4.269 0.105
H -2.230 -1.193 5.545 0.105
H -1.019 0.303 3.405 0.113
H -0.240 -0.490 4.754 0.112
H 0.037 -2.552 3.504 0.114
H -0.913 -1.933 2.153 0.106
H 0.773 -0.117 1.815 0.135
H 1.745 -0.804 3.110 0.120
H 2.122 -0.286 0.188 0.128
H 3.036 -1.739 -0.195 0.128
H 1.308 -2.534 -1.658 0.133
H 0.078 -1.772 -0.647 0.103
H 3.015 -0.699 -2.214 0.107
H 2.148 -0.403 -3.716 0.128
H 3.596 1.552 -2.864 0.083
H 1.910 1.964 -3.211 0.072
H 2.423 1.728 -1.546 0.061
H -1.184 -2.225 -2.529 0.087
H -1.748 -0.937 -1.454 0.073
H -2.166 -0.876 -3.165 0.097
H 3.498 -1.765 2.924 0.122
H 3.623 -3.374 3.365 0.138
H 2.853 -4.904 1.664 0.171
H 0.382 -3.836 0.445 0.105
H 1.434 -4.958 -0.412 0.132
H -0.055 -6.519 0.453 0.111
H 1.062 -6.467 1.798 0.117
H -1.369 -4.625 1.707 0.067
H -0.419 -5.096 3.119 0.064
F -3.035 0.824 -0.183 0.025
C -3.202 2.013 -0.829 -0.272
C -2.543 2.206 -2.024 -0.007
C -2.708 3.424 -2.669 -0.081
C -3.513 4.410 -2.116 -0.088
C -4.162 4.179 -0.910 -0.072
C -4.011 2.967 -0.249 -0.016
H -1.917 1.427 -2.431 0.078
H -2.200 3.591 -3.611 0.113
H -3.638 5.357 -2.623 0.107
H -4.791 4.945 -0.478 0.109
H -4.508 2.761 0.689 0.117
F 0.310 7.626 -3.892 0.063
C 0.935 6.711 -3.125 -0.280
C 0.215 5.622 -2.677 -0.008
C 0.862 4.683 -1.887 -0.084
C 2.201 4.849 -1.557 -0.109
C 2.898 5.955 -2.023 -0.080
C 2.267 6.901 -2.818 -0.011
H -0.829 5.523 -2.937 0.096
H 0.308 3.823 -1.531 0.098
H 2.703 4.120 -0.935 0.089
H 3.940 6.089 -1.766 0.105
H 2.787 7.771 -3.195 0.120